# C22H38BF4IN3O2S

A cluster of 2 separate species, C22H38BF4IN3O2S in total (ωB97M-V with the def2-TZVPD basis set, the Open Molecules 2025 dataset).

Properties
Frontier orbital gap (Eh): 0.346
Charge: -1
Spin multiplicity: 1
Total energy (eV): -62480.844

```
72
Properties=species:S:1:pos:R:3:mulliken_charge:R:1
C 2.094 -3.575 2.589 -0.9698
C 0.856 -3.590 1.583 -0.7769
C -0.246 -2.437 1.890 0.5927
C -1.523 -2.803 1.015 -1.0914
C 0.365 -0.993 1.717 -0.5697
C 1.294 -0.397 2.912 0.0044
O 1.523 -0.878 4.035 -0.6206
N 1.816 0.912 2.442 -0.1502
C 0.777 1.331 1.421 -0.8791
C 0.592 2.870 1.112 -0.4394
C 2.010 3.636 0.957 -0.9489
C 2.497 3.573 -0.591 -0.4579
C 4.051 3.178 -0.587 -0.8121
S 4.669 2.617 -2.270 -0.1454
C 5.274 0.892 -1.961 0.3671
N 6.579 0.485 -1.589 -0.2655
N 6.637 -0.854 -1.428 -0.3400
C 5.333 -1.353 -1.691 0.0485
O 4.504 -0.288 -2.041 -0.1743
C -0.511 0.328 1.465 1.9573
C -0.959 0.306 -0.069 -1.0463
C -2.507 0.063 -0.363 -0.1038
C -2.843 -0.607 -1.778 0.4345
C -1.734 -0.403 -2.908 -0.9815
C -4.185 0.131 -2.329 -1.3016
C -1.436 0.927 2.612 -0.9672
I -2.622 -0.535 3.731 0.0144
C -2.418 2.119 2.181 0.1232
C -3.977 1.793 2.141 -1.4825
H 2.566 -4.619 2.550 0.3716
H 2.920 -2.865 2.219 0.1927
H 1.822 -3.383 3.673 0.2278
H 1.149 -3.628 0.482 0.3122
H 0.293 -4.574 1.781 0.3922
H -0.522 -2.579 2.998 0.3150
H -1.357 -2.441 -0.053 0.0362
H -1.596 -3.948 0.938 0.4935
H -2.515 -2.449 1.436 0.1181
H 1.129 -1.131 0.869 0.5264
H 1.803 1.635 3.179 0.4323
H 1.283 0.950 0.456 -0.0822
H 0.101 3.346 2.041 0.2094
H -0.109 3.099 0.248 0.2495
H 2.784 3.175 1.650 0.4461
H 1.836 4.728 1.252 0.3997
H 1.842 2.872 -1.198 0.3151
H 2.388 4.617 -1.050 0.4018
H 4.181 2.378 0.214 0.4211
H 4.650 4.101 -0.269 0.3437
H 5.016 -2.433 -1.623 0.3632
H -0.649 1.222 -0.678 0.0607
H -0.397 -0.571 -0.556 0.1438
H -3.024 1.089 -0.343 0.2431
H -3.044 -0.558 0.440 -0.1059
H -3.156 -1.692 -1.615 0.2256
H -1.274 0.633 -2.947 0.0737
H -2.209 -0.720 -3.901 0.4206
H -0.923 -1.196 -2.714 0.2416
H -4.211 0.010 -3.472 0.3767
H -4.157 1.258 -2.146 0.2897
H -5.140 -0.360 -1.946 0.2918
H -0.720 1.376 3.392 0.6610
H -2.281 2.982 2.927 0.3405
H -2.139 2.545 1.158 0.1190
H -4.488 1.824 3.168 0.3935
H -4.470 2.656 1.555 0.3961
H -4.252 0.854 1.552 0.3152
B -1.808 -2.931 -5.975 0.6247
F -1.445 -3.089 -4.598 -0.3858
F -1.259 -4.007 -6.740 -0.3952
F -3.234 -2.938 -6.094 -0.4170
F -1.295 -1.687 -6.462 -0.4175
```